Entry from OMol25: a molecular structure, C28H84Fe2N2O34 (the ωB97M-V functional and the def2-TZVPD basis).

ORCA input file:
```
! RIJCOSX wB97M-V def2-TZVPD def2/J DEFGRID3
* xyz 2 9
Fe 2.494 -1.303 1.409
Fe -2.570 2.313 -0.744
N 0.047 -1.670 3.672
O 0.156 -1.856 4.859
O 1.064 -1.758 2.974
O -1.010 -1.399 3.137
N -0.176 -0.228 -0.412
O 0.843 -0.241 0.344
O -1.040 0.656 -0.428
O -0.368 -1.186 -1.117
C 0.886 3.084 4.062
C -0.189 1.959 4.087
O -0.657 1.553 2.836
O 2.143 2.535 3.959
H 0.798 3.647 4.991
H 0.763 3.845 3.291
H -1.064 2.372 4.590
H 0.204 1.110 4.645
H -0.840 0.614 2.916
H 2.744 3.280 3.883
C 3.234 -4.092 0.875
C 3.783 -3.770 2.290
O 4.110 -2.365 2.489
O 2.182 -3.252 0.545
H 2.983 -5.141 0.719
H 4.082 -3.955 0.203
H 4.698 -4.325 2.498
H 3.125 -3.992 3.130
H 4.458 -2.173 3.363
H 1.650 -3.747 -0.083
C 3.555 5.521 1.764
C 4.384 5.088 2.959
O 3.630 4.847 4.153
O 2.672 4.511 1.296
H 4.112 5.972 0.944
H 2.892 6.290 2.160
H 5.265 5.701 3.147
H 4.811 4.127 2.674
H 4.116 5.230 4.887
H 3.117 4.051 0.581
C 4.819 0.232 0.902
C 4.025 1.298 1.748
O 2.940 0.599 2.364
O 3.949 -0.578 0.152
H 5.451 -0.358 1.566
H 5.580 0.640 0.237
H 3.746 2.142 1.117
H 4.683 1.792 2.463
H 2.575 1.252 2.966
H 4.294 -0.822 -0.710
C -0.638 -4.954 -2.010
C -2.067 -4.142 -2.063
O -2.021 -2.884 -2.737
O 0.192 -4.574 -0.937
H -0.131 -4.864 -2.971
H -0.758 -6.017 -1.801
H -2.492 -3.950 -1.079
H -2.764 -4.798 -2.586
H -1.558 -2.356 -2.083
H -0.295 -4.884 -0.170
C -1.083 4.620 0.800
C -1.539 5.292 2.147
O -2.932 5.383 2.233
O -1.401 3.211 0.772
H 0.007 4.637 0.770
H -1.498 5.178 -0.039
H -1.003 6.233 2.268
H -1.171 4.728 3.004
H -3.115 6.140 1.672
H -0.918 2.800 1.493
C -3.007 0.969 -3.400
C -2.251 2.300 -3.739
O -1.767 2.996 -2.574
O -3.650 1.061 -2.051
H -2.420 0.064 -3.554
H -3.871 0.870 -4.057
H -3.000 2.951 -4.189
H -1.486 2.122 -4.494
H -1.165 3.650 -2.936
H -4.219 0.290 -1.996
C -3.891 -2.615 0.909
C -5.024 -1.883 1.678
O -4.460 -0.682 2.216
O -2.777 -3.071 1.709
H -3.500 -1.929 0.158
H -4.380 -3.416 0.352
H -5.459 -2.501 2.463
H -5.839 -1.502 1.061
H -5.032 -0.304 2.888
H -2.354 -2.327 2.143
C -4.981 3.735 0.051
C -4.782 2.579 1.087
O -3.938 1.517 0.626
O -3.849 3.977 -0.706
H -5.253 4.590 0.670
H -5.844 3.534 -0.585
H -5.752 2.192 1.398
H -4.385 3.016 2.004
H -4.227 0.738 1.108
H -4.034 4.746 -1.251
C 4.675 -1.553 -3.407
C 5.872 -2.134 -2.674
O 6.499 -1.238 -1.753
O 3.671 -1.125 -2.594
H 4.238 -2.305 -4.065
H 5.033 -0.732 -4.027
H 6.592 -2.542 -3.382
H 5.507 -2.951 -2.051
H 7.004 -1.837 -1.199
H 3.159 -0.412 -2.983
C -0.054 -5.232 2.797
C -0.977 -5.630 3.909
O -1.514 -6.939 3.723
O -0.853 -5.015 1.652
H 0.736 -5.979 2.873
H 0.455 -4.328 3.132
H -1.764 -4.914 4.147
H -0.421 -5.644 4.847
H -2.472 -6.980 3.761
H -1.461 -4.276 1.724
C 1.171 -1.680 -4.506
C 1.190 -0.261 -4.916
O 2.289 0.495 -4.447
O 0.051 -2.436 -4.822
H 1.270 -1.662 -3.420
H 2.028 -2.222 -4.906
H 0.265 0.196 -4.563
H 0.942 -0.197 -5.975
H 2.146 1.389 -4.766
H -0.525 -2.671 -4.091
C 3.045 2.514 -1.610
C 1.572 2.795 -1.258
O 1.087 4.062 -1.614
O 3.987 3.285 -0.912
H 3.366 2.600 -2.648
H 3.250 1.466 -1.391
H 1.416 2.722 -0.182
H 0.872 2.016 -1.561
H 1.694 4.754 -1.343
H 4.814 3.111 -1.368
C -5.108 -2.027 -4.130
C -5.546 -2.258 -2.629
O -5.445 -1.105 -1.760
O -5.999 -1.134 -4.766
H -5.239 -2.960 -4.679
H -4.062 -1.737 -4.227
H -4.869 -2.996 -2.198
H -6.563 -2.647 -2.598
H -6.340 -0.949 -1.450
H -6.046 -1.214 -5.721
*
```

Its LUMO energy (alpha / beta) is -4.17 / -4.17 eV. The value obtained for the HOMO energy (alpha / beta) is -12.726 / -12.726 eV. The max |F| comes out at 3.34 eV/Å. As for the expectation value of S²: 20.01. For the gap between HOMO and LUMO (alpha / beta), the calculation gives 8.556 / 8.557 eV.